ORCA calculation (ωB97M-V/def2-TZVPD) on a 2-piece molecular cluster, C4H12N2O overall at a distorted geometry.

```
19
Properties=species:S:1:pos:R:3:lowdin_charge:R:1
C 1.89 1.06 -0.58 -0.078
C 0.54 -0.96 -1.17 -0.085
C 0.81 0.09 -0.08 -0.435
C -0.44 0.81 0.27 -0.225
N -3.11 -0.66 1.10 -0.068
N -2.18 -1.32 0.36 -0.040
O -0.81 1.11 1.54 -0.029
H 2.10 1.83 0.16 0.074
H 1.57 1.52 -1.50 0.077
H 2.81 0.51 -0.77 0.073
H 0.20 -0.47 -2.07 0.082
H -0.24 -1.64 -0.85 0.039
H 1.45 -1.52 -1.39 0.077
H 1.19 -0.42 0.82 0.133
H -1.03 1.31 -0.48 0.113
H -2.76 -0.11 1.89 0.075
H -3.68 -0.08 0.48 0.080
H -1.58 -1.83 1.02 0.035
H -0.23 0.65 2.16 0.102
```

Results
- ⟨S²⟩: 2.007
- Spin multiplicity: 3
- Total charge: 0
- Max |F|: 1.2 eV/Å
- LUMO (spin up / spin down): 0.741 / 0.601 eV